Record 1
89
Properties=species:S:1:pos:R:3 method="wB97M-V/def2-TZVPD" total_charge=+2 e_lumo_ev=-6.34 homo_ha=-0.423
Pt 0.8919 1.0457 -0.5269
C 2.8779 -0.4163 2.8057
As 2.5351 -0.3644 0.9069
C 4.3723 -0.2868 0.2880
C 2.2822 -2.2161 0.3859
C 2.8053 -3.2343 1.1794
C 2.8588 -4.5343 0.6986
C 2.3871 -4.8213 -0.5784
C 1.8086 -3.8168 -1.3389
C 1.7511 -2.5109 -0.8567
As 0.9062 -1.1195 -1.8804
C 1.8948 -1.1736 -3.5445
C -0.7105 -2.0119 -2.4302
H 3.7744 -1.0105 2.9705
H 2.0368 -0.8281 3.3541
H 3.0624 0.6004 3.1463
H 4.9114 -1.0806 0.8012
H 4.8310 0.6720 0.5230
H 4.4093 -0.4757 -0.7822
H 3.1839 -3.0218 2.1713
H 3.2822 -5.3198 1.3111
H 2.4679 -5.8236 -0.9783
H 1.4079 -4.0606 -2.3153
H 1.8164 -2.1636 -3.9884
H 2.9423 -0.9356 -3.3671
H 1.4794 -0.4387 -4.2340
H -0.4882 -3.0281 -2.7479
H -1.1428 -1.4708 -3.2700
H -1.4240 -2.0284 -1.6105
N 0.0915 3.3946 -4.0353
C -1.2558 3.3530 -3.7592
C -1.3865 2.5825 -2.6534
N -0.1424 2.1379 -2.2561
C 0.7278 2.6599 -3.1082
C 2.1605 2.5115 -2.9619
N 2.6658 1.7347 -2.0441
C 4.0338 1.9264 -2.0967
C 4.3302 2.8185 -3.0785
N 3.1247 3.1841 -3.6243
H 0.5031 3.8829 -4.8137
H -1.9862 3.8623 -4.3654
H -2.2843 2.3290 -2.1255
H 4.7170 1.4327 -1.4352
H 5.2725 3.2120 -3.4222
H 3.0065 3.8540 -4.3664
C 1.2589 2.8391 0.4144
H 0.9150 2.9098 1.4407
H 0.8233 3.6434 -0.1797
H 2.3459 2.9455 0.4069
C -3.3358 -2.7910 2.6008
Si -1.7724 -2.5452 1.6556
C -0.3290 -2.1609 2.7769
C -1.3346 -3.9441 0.5338
Si -1.1165 0.4935 0.6164
Si -1.3775 1.7345 2.7512
C -1.5777 3.5471 2.3598
C -2.8393 0.9961 3.6308
C 0.2518 1.2925 3.5697
Si -3.3556 0.8312 -0.2080
C -3.3347 0.0485 -1.9255
C -3.7071 2.6776 -0.2832
C -4.6743 -0.0323 0.7712
H -3.2325 -3.7060 3.1968
H -4.2031 -2.9177 1.9504
H -3.5441 -1.9666 3.2818
H 0.1275 -3.0981 3.1307
H -0.6516 -1.5964 3.6550
H 0.4269 -1.5924 2.2540
H -1.2915 -4.8678 1.1219
H -0.3565 -3.7878 0.0772
H -2.0623 -4.0984 -0.2674
H -2.6306 3.8011 2.2244
H -1.0422 3.8360 1.4566
H -1.1966 4.1661 3.1797
H -3.7724 1.4747 3.3269
H -2.7364 1.1465 4.7113
H -2.9210 -0.0761 3.4515
H 1.0087 1.0903 2.8201
H 0.1398 0.4097 4.2033
H 0.6243 2.0995 4.2133
H -2.4055 0.2476 -2.4580
H -4.1592 0.4076 -2.5539
H -3.4505 -1.0349 -1.8400
H -2.8078 3.2782 -0.4257
H -4.1842 3.0155 0.6405
H -4.3997 2.9093 -1.1014
H -4.5411 -1.1146 0.7632
H -5.6384 0.1892 0.3012
H -4.7297 0.2984 1.8085

Record 2
9
Properties=species:S:1:pos:R:3 method="wB97M-V/def2-TZVPD" smiles="C#CC=C=C" e_lumo_ev=0.91 de_lowest_ev=0.219 homo_ha=-0.336
C -2.5379 -0.4641 0.1280
C -1.4841 0.0012 -0.2250
C -0.2287 0.5508 -0.6382
C 0.9187 0.0782 -0.2112
C 2.0342 -0.1918 0.3998
H -3.4660 -0.8907 0.4365
H -0.2232 1.4279 -1.2815
H 2.7728 -0.9351 0.1164
H 2.2142 0.4236 1.2753